The following is a DFT calculation (the ωB97M-V functional and the def2-TZVPD basis) of a molecular structure, C3H7N3O2 at a distorted geometry.

Structure (XYZ):
```
15
Properties=species:S:1:pos:R:3
C 1.03197 1.01431 -0.69275
C -1.24583 0.99404 0.32680
C -1.60151 -0.36094 -0.28970
H 1.77649 -1.05770 1.14482
H 1.96094 -1.99694 -0.13292
H 1.15251 1.65252 -1.61987
H 0.56171 0.34989 1.00724
H -1.79426 1.05260 1.32614
H -1.68325 2.03789 -0.24042
H 0.16502 -1.51781 0.31105
N 1.34500 -1.26276 0.12981
N 1.61196 -0.12504 -0.90252
N 0.20042 1.22118 0.38001
O -0.79278 -1.51177 0.01910
O -2.68838 -0.48948 -0.76679
```

E_HOMO	-9.29	eV
ΔE to the lowest compared entry with this formula, charge and spin	5.8963	eV
2S+1	1
F_max	7.9	eV Å⁻¹
total energy	-11785.417	eV
net charge	0

Atomic partial charges in e from the Mulliken method, atoms 1 to 8: number 1, C, carries -0.01; number 2, C, carries -0.40; number 3, C, carries 0.51; number 4, H, carries 0.32; number 5, H, carries 0.28; number 6, H, carries 0.33; number 7, H, carries 0.44; number 8, H, carries 0.26

=====

The following is a DFT calculation (the ωB97M-V functional and the def2-TZVPD basis) of 2 unconnected molecules or ions with the total composition C5H11NO at a distorted geometry.

Structure (XYZ):
```
18
Properties=species:S:1:pos:R:3
C 0.12371 -1.68385 -0.08556
N 0.96778 -0.58313 -0.13933
C 0.94550 0.49536 0.71909
C 1.88523 1.59639 0.22566
O 0.37258 0.43463 1.87155
H -0.60963 -1.38706 0.68128
H -0.42717 -2.02297 -1.01204
H 0.75721 -2.52546 0.18650
H 1.72200 -0.71935 -0.80724
H 2.51672 1.46268 -0.69734
H 2.52389 1.98548 1.02104
H 1.21316 2.41636 0.04045
C -1.61788 0.07067 -0.87995
C -2.35762 0.13284 0.19333
H -0.72649 0.67462 -0.97597
H -1.91614 -0.53799 -1.73642
H -2.11991 0.71004 1.08071
H -3.25294 -0.51926 0.31426
```

E_HOMO	-9.38	eV
ΔE to the lowest compared entry with this formula, charge and spin	2.6359	eV
2S+1	1
F_max	4.9	eV Å⁻¹
SMILES	CNC(C)=O.C=C
total energy	-8899.061	eV
net charge	0

Atomic partial charges in e from the Mulliken method, atoms 1 to 8: number 1, C, carries -0.84; number 2, N, carries -0.19; number 3, C, carries 0.67; number 4, C, carries -1.07; number 5, O, carries -0.64; number 6, H, carries 0.37; number 7, H, carries 0.24; number 8, H, carries 0.32

=====

Among the records above, which one has the highest total energy?
C5H11NO